Entry from the Open Molecules 2025 dataset: a cluster of 2 separate species, C5H13NO2 in total (ωB97M-V/def2-TZVPD).

XYZ file:
```
21
Properties=species:S:1:pos:R:3:mulliken_charge:R:1
C 1.399 -1.149 1.339 -0.97
C 0.121 -0.317 1.544 -0.64
C -0.450 0.035 0.178 0.71
O -1.143 -0.790 -0.409 -0.66
N -0.166 1.242 -0.360 0.07
C -0.685 1.561 -1.692 -1.02
C 0.755 2.250 0.160 -0.95
H 1.243 -1.961 0.636 0.28
H 1.677 -1.598 2.294 0.34
H 2.224 -0.536 0.977 0.26
H -0.625 -0.829 2.134 0.34
H 0.413 0.593 2.053 0.32
H -1.382 2.401 -1.596 0.34
H -1.297 0.731 -2.031 0.31
H 0.122 1.850 -2.346 0.31
H 1.371 1.810 0.927 0.34
H 0.220 3.106 0.566 0.29
H 1.347 2.627 -0.672 0.32
O -1.742 -4.044 -1.109 -0.66
H -1.929 -3.710 -1.999 0.30
H -1.474 -3.272 -0.595 0.36
```

Its HOMO energy is -0.348 Eh. The HOMO-LUMO gap is 10.19 eV. Its net charge is 0. The calculation puts the calculated total energy at -403.5500 Eh. The calculation puts the relative energy (zero: lowest compared OMol25 entry of this formula, charge and spin) at 0.723 eV.


Entry from the Open Molecules 2025 dataset: a cluster of 2 separate species, C5H16N2O in total (ωB97M-V/def2-TZVPD).

XYZ file:
```
24
Properties=species:S:1:pos:R:3:mulliken_charge:R:1
C -2.473 1.562 -0.592 -1.23
C -0.993 1.867 -0.854 -0.39
C -0.070 0.863 -0.150 -0.67
C -0.060 -0.490 -0.835 0.34
N 0.682 -0.438 -2.112 -0.55
C 0.552 -1.644 -0.016 -0.79
N -0.367 -2.026 1.071 -0.63
H -2.775 0.608 -1.028 0.31
H -2.721 1.584 0.471 0.31
H -3.114 2.301 -1.078 0.38
H -0.854 1.806 -1.935 0.23
H -0.782 2.879 -0.501 0.32
H -0.518 0.624 0.829 0.37
H 0.899 1.289 0.125 0.27
H -1.052 -0.832 -1.069 0.19
H 0.195 -0.694 -2.951 0.20
H 1.340 0.314 -2.226 0.21
H 0.762 -2.415 -0.761 0.42
H 1.530 -1.567 0.440 0.24
H -0.490 -3.020 1.239 0.22
H 0.021 -1.709 1.946 0.25
O 2.362 0.240 2.945 -0.65
H 2.010 0.826 2.257 0.32
H 3.094 -0.126 2.425 0.32
```

Its HOMO energy is -0.322 Eh. The HOMO-LUMO gap is 9.56 eV. Its net charge is 0. The calculation puts the calculated total energy at -384.8291 Eh. The calculation puts the relative energy (zero: lowest compared OMol25 entry of this formula, charge and spin) at 0.789 eV.


Entry from the Open Molecules 2025 dataset: a structure of composition C4H3O2Tm (ωB97M-V/def2-TZVPD).

XYZ file:
```
10
Properties=species:S:1:pos:R:3:mulliken_spin:R:1
O 1.690 -1.594 -0.753 -0.02
C 0.627 -1.432 -0.270 -0.01
C -0.502 -1.113 0.328 0.03
C -1.255 0.116 0.006 0.00
C -0.751 1.368 0.090 0.38
H -0.857 -1.829 1.073 -0.01
H -0.010 2.084 -0.811 -0.02
H -2.298 -0.016 -0.284 0.00
Tm 2.743 0.897 0.436 2.61
O 0.613 1.518 0.185 0.03
```

Its HOMO energy (alpha / beta) is -0.399 / -0.444 Eh. Its multiplicity is 4. The HOMO-LUMO gap (alpha / beta) is 6.88 / 5.29 eV. Its net charge is +1. The calculation puts the calculated total energy at -1389.3565 Eh. The calculation puts the relative energy (zero: lowest compared OMol25 entry of this formula, charge and spin) at 2.400 eV. Its expectation value of S² is 3.794.